Run w
Below is C3H2S2 as an isolated structure, with properties calculated with ωB97M-V/def2-TZVPD.

**E_HOMO**: -8.45 eV
**Kohn-Sham gap**: 7.5 eV

```
! RIJCOSX wB97M-V def2-TZVPD def2/J DEFGRID3
* xyz 0 1
C 0.39512 -0.12712 -0.47434
C 0.54447 0.78430 0.55967
C -0.72372 -0.82794 -0.45235
S -1.77834 -1.91682 -0.73682
S -0.86138 0.72364 1.43173
H 1.18421 -0.07412 -1.19610
H 1.23964 1.43806 0.86820
*
```

These are the Mulliken partial charges, in e, on atoms 1 to 4:
1. C -0.228
2. C -0.091
3. C 0.117
4. S -0.295

=====

Run x
Below is a 2-piece molecular cluster, C3H2S2 overall, with properties calculated with ωB97M-V/def2-TZVPD.

**E_HOMO**: -9.20 eV
**Kohn-Sham gap**: 8.6 eV

```
! RIJCOSX wB97M-V def2-TZVPD def2/J DEFGRID3
* xyz 0 1
C 1.09715 -0.32673 0.58623
C 1.62884 -0.38264 -0.50431
C -1.45089 0.64551 -0.05578
S -2.17163 -0.64512 -0.48765
S -1.62411 2.07562 0.32965
H 0.88496 -0.54902 1.60004
H 1.63566 -0.81761 -1.46818
*
```

These are the Mulliken partial charges, in e, on atoms 1 to 4:
1. C -0.554
2. C -0.120
3. C 0.459
4. S -0.212

=====

Most stable = run w